No. 1
ORCA calculation (the ωB97M-V functional and the def2-TZVPD basis) on a 11-piece molecular cluster, C14H50O11 overall at a distorted geometry.

Geometry as XYZ:
```
75
C14H50O11 the ωB97M-V functional and the def2-TZVPD basis
C -11.551 2.612 -20.129
C -12.997 3.115 -20.118
O -13.124 4.514 -20.014
H -11.096 2.667 -19.192
H -10.840 3.132 -20.771
H -11.584 1.627 -20.464
H -13.448 2.586 -19.228
H -13.492 2.695 -20.971
H -14.060 4.790 -20.076
C -8.807 5.507 -19.890
C -8.404 5.478 -18.398
O -9.172 6.456 -17.761
H -8.404 6.176 -20.579
H -9.969 5.426 -19.974
H -8.385 4.562 -20.305
H -7.386 5.710 -18.274
H -8.461 4.611 -17.840
H -9.844 5.922 -17.320
C -5.908 -3.242 -19.415
C -6.377 -2.148 -18.520
O -6.237 -0.869 -19.071
H -4.818 -3.318 -19.457
H -6.397 -3.107 -20.402
H -6.166 -4.288 -19.111
H -5.912 -2.223 -17.560
H -7.470 -2.191 -18.266
H -6.995 -0.368 -18.715
C -6.798 3.613 -14.946
O -8.064 3.518 -15.517
H -6.086 3.509 -15.774
H -6.626 2.920 -14.212
H -6.638 4.585 -14.488
H -8.671 3.626 -14.807
C -5.897 2.503 -18.975
O -6.765 2.464 -20.133
H -5.006 3.034 -19.329
H -5.590 1.601 -18.485
H -6.300 3.135 -18.145
H -6.176 2.587 -20.883
C -8.930 1.381 -17.786
O -8.333 0.682 -18.819
H -9.834 0.966 -17.390
H -9.147 2.297 -18.153
H -8.253 1.445 -17.009
H -7.566 1.182 -19.068
C -7.383 -0.862 -22.248
O -6.082 -0.717 -21.904
H -7.597 -0.945 -23.357
H -7.810 0.025 -21.747
H -7.646 -1.772 -21.710
H -6.097 -0.964 -20.999
C -13.471 0.389 -16.567
O -12.185 0.888 -16.932
H -14.219 0.358 -17.374
H -13.960 1.064 -15.832
H -13.466 -0.608 -16.141
H -12.099 1.826 -16.889
C -10.457 -1.663 -19.512
O -9.840 -0.865 -20.437
H -10.612 -2.726 -19.790
H -11.438 -1.304 -19.072
H -9.802 -1.745 -18.621
H -9.565 -0.175 -19.896
C -9.757 0.870 -14.531
O -10.140 -0.500 -14.575
H -10.343 1.549 -15.229
H -8.735 1.029 -14.939
H -9.828 1.349 -13.578
H -10.001 -0.869 -15.454
C -5.649 0.660 -16.042
O -6.355 0.471 -14.797
H -5.271 1.715 -16.282
H -6.465 0.466 -16.751
H -4.764 0.035 -16.072
H -5.775 0.768 -14.042
```

As for the LUMO energy: 0.24 eV. Its HOMO energy is -0.33107 Ha. Its calculated total energy is -37843.753 eV. As for the SMILES: CCO.CCO.CCO.CO.CO.CO.CO.CO.CO.CO.CO.


No. 2
ORCA calculation (the ωB97M-V functional and the def2-TZVPD basis) on C14H52InN26O16 as an isolated structure at a distorted geometry.

Geometry as XYZ:
```
109
C14H52InN26O16 the ωB97M-V functional and the def2-TZVPD basis
In -0.524 -0.325 0.429
C 0.826 -3.027 -1.504
O 0.444 -3.251 -0.320
O 0.554 -2.010 -1.988
O 1.562 -3.831 -2.113
C 0.503 -2.866 3.139
O 0.522 -1.704 2.741
N 0.353 -3.238 4.373
N 0.811 -3.913 2.427
H 0.115 -2.535 5.059
H 0.291 -4.221 4.594
H 0.715 -4.826 2.850
H 0.690 -3.712 1.445
C -2.686 -3.318 1.778
O -2.502 -2.157 1.789
N -3.459 -3.943 2.579
N -2.079 -4.292 1.011
H -3.086 -4.872 2.712
H -4.133 -3.648 3.271
H -1.310 -3.987 0.432
H -2.476 -5.212 0.888
C 1.932 1.372 3.283
O 1.012 1.117 2.491
N 3.143 0.911 3.207
N 1.845 2.052 4.373
H 3.204 0.309 2.399
H 3.858 1.231 3.845
H 2.710 1.845 4.852
H 1.043 2.597 4.655
C -4.428 1.090 -0.357
O -3.359 0.875 0.144
N -5.402 0.304 -0.456
N -4.765 2.208 -0.882
H -6.189 0.489 -1.062
H -5.286 -0.550 0.069
H -5.684 2.192 -1.301
H -4.226 3.059 -0.950
C 5.187 2.680 0.806
O 5.485 1.704 1.386
N 4.038 3.092 0.459
N 6.055 3.378 0.104
H 3.273 2.472 0.684
H 3.864 4.014 0.084
H 6.052 4.332 -0.228
H 6.932 2.995 0.428
C 3.649 -1.502 0.581
O 2.622 -0.861 0.626
N 4.842 -1.038 0.705
N 3.644 -2.751 0.532
H 5.650 -1.632 0.588
H 4.866 -0.032 0.794
H 4.380 -3.250 0.053
H 2.702 -3.090 0.397
C -3.121 -2.383 -1.880
O -2.522 -1.519 -1.245
N -4.252 -2.252 -2.229
N -2.677 -3.545 -2.110
H -4.678 -3.091 -2.596
H -4.712 -1.353 -2.249
H -1.751 -3.697 -1.735
H -3.310 -4.203 -2.542
C -0.068 4.954 -2.150
O 0.034 6.045 -2.698
N 0.596 4.494 -1.139
N -1.027 4.114 -2.553
H 0.264 3.615 -0.769
H 1.419 4.878 -0.696
H -1.216 3.269 -2.032
H -1.660 4.430 -3.273
C 2.016 -2.401 -5.593
O 2.583 -2.287 -6.609
N 1.353 -3.405 -5.090
N 1.767 -1.459 -4.801
H 1.174 -4.173 -5.721
H 1.224 -3.512 -4.094
H 1.844 -0.505 -5.125
H 1.454 -1.628 -3.855
C -1.167 3.443 1.561
O -0.683 2.595 0.792
N -2.178 4.187 1.314
N -0.777 3.606 2.829
H -2.482 4.291 0.356
H -2.584 4.604 2.139
H 0.016 3.006 3.001
H -1.254 4.228 3.466
C -1.703 0.173 4.390
O -1.554 0.366 3.235
N -1.981 -1.045 4.886
N -1.501 1.026 5.331
H -2.050 -1.712 4.132
H -2.652 -1.185 5.628
H -1.138 1.944 5.119
H -1.888 0.848 6.246
C 2.074 1.240 -2.077
O 1.560 1.340 -0.963
N 2.482 0.104 -2.490
N 2.313 2.288 -2.876
H 2.862 0.016 -3.422
H 2.192 -0.799 -2.142
H 2.060 3.209 -2.548
H 2.492 2.091 -3.850
C -1.661 0.923 -3.234
O -1.113 1.304 -2.239
N -2.933 0.907 -3.519
N -1.023 0.189 -4.044
H -3.604 1.462 -3.007
H -3.109 0.505 -4.429
H -1.411 -0.105 -4.929
H -0.114 -0.160 -3.776
```

As for the LUMO energy: -6.31 eV. The charge is +1. Its HOMO energy is -0.34886 Ha. Its calculated total energy is -92032.802 eV.


No. 3
ORCA calculation (the ωB97M-V functional and the def2-TZVPD basis) on a 13-piece molecular cluster, C14H55NO13 overall at a distorted geometry.

Geometry as XYZ:
```
83
C14H55NO13 the ωB97M-V functional and the def2-TZVPD basis
C 4.224 -0.040 4.120
C 5.164 -0.915 4.969
O 6.092 -1.469 4.125
H 3.430 0.532 4.600
H 3.671 -0.657 3.412
H 4.876 0.727 3.703
H 4.655 -1.759 5.435
H 5.665 -0.437 5.811
H 5.780 -2.331 3.840
C 1.103 -0.318 -0.419
C 0.550 1.018 -0.022
O 1.301 2.073 -0.548
H 0.663 -1.154 0.124
H 2.188 -0.320 -0.318
H 0.854 -0.503 -1.464
H 0.601 1.110 1.063
H -0.497 1.143 -0.296
H 1.271 2.776 0.105
C -1.803 -2.445 3.415
C -2.633 -1.218 3.078
O -3.407 -1.491 1.941
H -2.468 -3.297 3.557
H -1.104 -2.309 4.241
H -1.201 -2.660 2.533
H -2.005 -0.364 2.825
H -3.275 -0.897 3.899
H -4.289 -1.712 2.248
C 5.625 1.185 -1.991
C 6.340 0.420 -0.926
O 7.448 1.106 -0.433
H 5.282 2.121 -1.550
H 4.805 0.532 -2.288
H 6.150 1.245 -2.944
H 6.690 -0.573 -1.207
H 5.759 0.158 -0.042
H 8.140 1.105 -1.099
C 2.400 -5.331 1.548
C 3.811 -4.791 1.247
O 4.634 -4.915 2.377
H 2.516 -6.391 1.772
H 1.840 -5.215 0.620
H 1.850 -4.744 2.284
H 3.871 -3.746 0.943
H 4.150 -5.388 0.400
H 4.813 -5.854 2.472
O -2.611 0.711 -3.761
H -2.616 -0.171 -3.389
H -1.685 0.948 -3.804
O -0.234 -3.535 -4.062
H 0.273 -2.823 -4.452
H -0.966 -3.098 -3.626
O 0.854 2.387 -4.290
H 1.202 2.531 -3.409
H 0.692 3.267 -4.630
O 2.013 -0.881 -5.159
H 2.495 -0.780 -5.980
H 1.763 0.011 -4.917
O -0.530 6.271 -0.574
H 0.049 5.786 0.013
H -0.889 6.974 -0.032
O -3.032 -2.336 -1.837
H -3.041 -1.982 -0.948
H -3.665 -3.054 -1.816
O 1.562 4.879 2.059
H 2.367 5.369 2.227
H 1.009 5.059 2.819
C -7.631 0.109 -2.035
C -7.290 1.579 -1.727
C -6.237 1.664 -0.577
O -6.122 3.041 -0.183
C -5.070 3.193 0.833
N -6.709 2.160 -2.891
H -8.513 0.094 -2.675
H -7.821 -0.414 -1.097
H -6.812 -0.356 -2.584
H -8.220 2.050 -1.410
H -5.237 1.352 -0.881
H -6.417 0.952 0.229
H -4.680 4.207 0.911
H -4.203 2.567 0.625
H -5.463 2.933 1.816
H -6.527 3.099 -2.567
H -7.591 2.232 -3.379
```

As for the LUMO energy: -0.01 eV. Its HOMO energy is -0.34754 Ha. Its calculated total energy is -43514.491 eV.


No. 4
ORCA calculation (the ωB97M-V functional and the def2-TZVPD basis) on a 14-piece molecular cluster, C14H56O14 overall at a distorted geometry.

Geometry as XYZ:
```
84
C14H56O14 the ωB97M-V functional and the def2-TZVPD basis
C 14.225 10.536 13.610
O 13.029 10.784 12.836
H 14.103 9.676 14.308
H 15.023 10.424 12.841
H 14.405 11.420 14.247
H 12.245 11.205 13.280
C 8.634 11.545 11.351
O 8.713 11.529 12.755
H 7.784 10.950 10.945
H 8.466 12.601 11.077
H 9.592 11.264 10.871
H 8.187 10.800 13.089
C 4.940 13.219 10.154
O 6.120 13.834 9.606
H 5.158 12.400 10.820
H 4.381 13.921 10.791
H 4.236 12.855 9.333
H 6.546 13.229 9.007
C 11.854 15.403 10.010
O 12.175 14.143 9.479
H 12.731 15.939 10.379
H 11.329 16.013 9.172
H 11.195 15.295 10.893
H 11.350 13.642 9.339
C 10.600 11.038 6.453
O 10.053 11.297 7.759
H 11.001 11.862 5.976
H 11.494 10.353 6.516
H 9.836 10.566 5.851
H 10.772 10.935 8.316
C 13.530 10.732 9.253
O 12.260 10.158 9.076
H 13.733 10.883 10.294
H 14.315 9.996 8.943
H 13.542 11.669 8.643
H 12.092 9.569 9.837
C 6.120 7.479 9.810
O 6.044 8.850 10.366
H 5.568 6.838 10.505
H 5.570 7.435 8.813
H 7.142 7.196 9.490
H 6.520 9.448 9.797
C 9.604 4.902 14.030
O 10.034 4.601 12.705
H 10.367 5.584 14.497
H 8.626 5.424 14.213
H 9.695 3.906 14.434
H 10.033 5.375 12.159
C 9.342 5.389 8.837
O 9.941 6.142 9.935
H 8.375 4.813 9.028
H 9.179 6.209 8.056
H 10.091 4.720 8.356
H 10.167 7.056 9.681
C 10.870 11.417 15.515
O 10.985 11.906 14.193
H 11.303 10.418 15.642
H 11.456 12.098 16.075
H 9.899 11.475 15.943
H 10.113 12.005 13.762
C 8.411 14.641 7.511
O 7.948 13.317 7.342
H 9.502 14.611 7.717
H 8.231 15.228 6.627
H 7.843 15.141 8.321
H 8.696 12.802 7.658
C 5.591 10.180 14.088
O 6.579 9.657 13.241
H 5.380 9.506 14.932
H 5.646 11.164 14.590
H 4.629 10.228 13.602
H 6.263 9.276 12.408
C 10.543 8.223 12.372
O 11.628 8.614 11.574
H 9.897 9.044 12.712
H 9.950 7.552 11.742
H 10.848 7.648 13.231
H 12.254 9.179 12.061
C 6.350 10.509 7.547
O 7.125 10.565 8.688
H 6.470 9.638 6.953
H 5.285 10.465 7.806
H 6.534 11.370 6.858
H 8.071 10.681 8.390
```

As for the LUMO energy: 0.47 eV. Its HOMO energy is -0.36417 Ha. Its calculated total energy is -44085.031 eV.


No. 5
ORCA calculation (the ωB97M-V functional and the def2-TZVPD basis) on C14H5IN2O4S as an isolated structure at a distorted geometry.

Geometry as XYZ:
```
27
C14H5IN2O4S the ωB97M-V functional and the def2-TZVPD basis
C 0.462 1.101 -0.261
C -0.718 1.298 -0.544
C -2.200 1.719 -0.463
C -2.502 3.202 -0.777
C -3.881 3.766 -0.708
I -4.260 5.851 -1.127
C -4.978 2.771 -0.304
N -6.330 3.146 -0.185
S -7.076 1.695 0.214
N -5.830 0.552 0.305
C -4.675 1.276 -0.003
C -3.247 0.731 -0.081
H 1.504 0.941 0.166
H -1.631 3.869 -1.044
H -2.987 -0.349 0.133
C 3.574 -2.983 -0.878
C 3.038 -1.812 -0.415
C 3.558 -1.391 0.965
O 3.244 -0.321 1.515
C 4.460 -2.292 1.668
C 4.991 -3.478 1.214
C 4.552 -3.846 -0.214
O 4.975 -4.830 -0.829
O 5.770 -4.257 1.820
O 2.196 -1.060 -0.979
H 3.269 -3.352 -1.853
H 4.722 -1.948 2.664
```

As for the LUMO energy: 2.10 eV. The charge is -2. Its HOMO energy is -0.00024 Ha. Its calculated total energy is -44699.948 eV.


No. 6
ORCA calculation (the ωB97M-V functional and the def2-TZVPD basis) on a 18-piece molecular cluster, C14H61BF3O21 overall at a distorted geometry.

Geometry as XYZ:
```
100
C14H61BF3O21 the ωB97M-V functional and the def2-TZVPD basis
C -0.477 3.463 -0.801
C -1.821 3.324 -1.772
O -2.241 1.934 -2.009
C -2.299 1.639 -3.479
C -2.282 -0.009 -3.765
C -1.318 -0.652 -2.606
C -0.683 -2.121 -2.963
C -0.305 -3.029 -1.618
C 1.028 -2.504 -0.821
O 2.083 -1.767 -1.553
B 2.745 -0.943 -0.487
C 4.339 -0.569 -0.647
C 4.587 0.556 -1.851
O 2.222 -1.348 0.852
C 0.851 -1.947 0.746
C -0.414 -0.857 0.714
C -0.528 0.042 2.088
O -1.410 1.212 1.768
C -1.188 -0.741 3.369
F -2.123 -1.834 2.926
F -0.135 -1.423 4.205
F -1.858 0.237 4.291
H 0.323 4.181 -1.312
H -0.008 2.392 -0.739
H -0.743 3.813 0.293
H -1.664 3.896 -2.801
H -2.671 3.935 -1.209
H -3.296 2.115 -3.863
H -1.325 2.095 -3.983
H -3.399 -0.358 -3.536
H -1.958 -0.265 -4.865
H -0.401 0.102 -2.482
H -1.965 -0.702 -1.607
H -1.388 -2.789 -3.618
H 0.319 -1.975 -3.553
H -0.033 -4.107 -2.052
H -1.231 -3.199 -0.908
H 1.590 -3.534 -0.601
H 2.202 0.112 -0.657
H 4.812 -0.111 0.339
H 4.972 -1.522 -0.976
H 3.646 0.705 -2.541
H 4.892 1.560 -1.293
H 5.494 0.262 -2.557
H 0.749 -2.801 1.571
H -1.373 -1.481 0.471
H -0.120 -0.088 -0.151
H 0.574 0.426 2.321
H -1.509 1.314 0.776
O -1.536 -3.445 -5.517
H -2.019 -3.116 -6.290
H -1.629 -4.407 -5.574
O 5.529 -3.907 -1.012
H 5.452 -4.307 -0.132
H 6.330 -4.308 -1.381
O -3.494 2.889 4.350
H -2.937 2.206 3.947
H -2.873 3.419 4.872
O -3.341 -4.279 -7.212
H -4.214 -3.975 -6.919
H -3.536 -4.857 -7.965
O -3.956 2.687 7.583
H -3.873 1.807 7.981
H -4.241 2.506 6.674
O -2.971 4.922 0.792
H -3.779 4.464 0.518
H -3.159 5.205 1.700
O 0.786 2.517 -4.540
H 1.632 2.055 -4.439
H 1.024 3.346 -4.982
O -5.625 4.374 1.876
H -6.434 3.915 1.602
H -5.814 4.656 2.784
O 2.096 0.211 4.371
H 1.274 -0.282 4.225
H 1.852 1.132 4.193
O 6.784 2.356 -1.015
H 6.706 1.957 -0.136
H 7.585 1.956 -1.385
O -0.349 -5.633 0.314
H -1.157 -6.092 0.039
H -0.537 -5.350 1.221
O -4.958 0.264 4.246
H -4.112 -0.198 4.347
H -4.720 1.093 3.804
O 2.441 3.190 3.480
H 2.885 3.755 2.830
H 2.781 3.503 4.332
O 4.297 -4.283 1.939
H 3.570 -3.869 1.450
H 4.625 -3.575 2.513
O 9.566 2.875 -0.453
H 8.839 3.289 -0.942
H 9.895 3.584 0.121
O -0.341 -4.916 3.653
H -0.040 -5.567 4.304
H 0.398 -4.292 3.587
O -6.896 1.562 0.894
H -6.974 1.163 1.774
H -6.095 1.161 0.525
```

As for the LUMO energy: 1.71 eV. The charge is -1. Its HOMO energy is -0.13014 Ha. Its calculated total energy is -67328.292 eV.